*A*
Molecular formula: C11H20N2O5
Method: DFT, ωB97M-V/def2-TZVPD

Calculated values
* SMILES string: CC(C)C[C@H](NC(=O)[C@@H](N)CCC(=O)O)C(=O)O

The geometry in ORCA input format:
```
! wB97M-V def2-TZVPD RIJCOSX def2/J DEFGRID3
* xyz 0 1
C -2.09 -1.80 -1.46
C -2.50 -1.33 -0.06
C -3.69 -2.05 0.63
C -2.81 0.19 0.07
C -1.76 1.27 -0.25
N -0.53 1.11 0.44
C 0.65 0.76 -0.25
O 0.66 0.89 -1.53
C 1.66 0.32 0.81
N 1.36 0.18 2.19
C 2.54 -0.93 0.19
C 3.43 -0.32 -0.90
C 4.52 0.60 -0.22
O 4.50 1.22 0.81
O 5.54 0.58 -1.19
C -2.30 2.70 -0.32
O -3.49 2.92 -0.46
O -1.46 3.64 0.00
H -1.98 -2.92 -1.47
H -1.13 -1.35 -1.70
H -2.83 -1.70 -2.26
H -1.58 -1.49 0.57
H -3.73 -3.20 0.08
H -4.66 -1.45 0.20
H -3.53 -2.24 1.77
H -3.66 0.53 -0.47
H -2.96 0.46 1.11
H -1.46 1.02 -1.19
H -0.50 1.01 1.42
H 2.56 1.09 0.86
H 2.09 0.46 2.85
H 1.25 -0.77 2.35
H 3.26 -1.12 0.97
H 1.94 -1.84 -0.15
H 2.95 0.30 -1.72
H 4.03 -1.04 -1.37
H 6.36 1.16 -0.78
H -0.66 3.13 0.44
*
```

=====

*B*
Molecular formula: C11H20N2O5
Method: DFT, ωB97M-V/def2-TZVPD

Calculated values
* SMILES string: CC[C@H](C)[C@H](N)C(=O)N[C@@H](CCC(=O)O)C(=O)O

The geometry in ORCA input format:
```
! wB97M-V def2-TZVPD RIJCOSX def2/J DEFGRID3
* xyz 0 1
C -1.39 -2.27 1.69
C -0.29 -1.16 1.45
C 0.96 -1.90 0.83
C 2.04 -1.06 1.08
C 0.75 -2.26 -0.72
N 1.83 -3.30 -1.18
C 0.61 -0.98 -1.61
O 1.39 -0.72 -2.56
N -0.48 -0.18 -1.33
C -0.26 1.29 -1.56
C -1.57 1.96 -1.33
C -2.18 1.87 0.18
C -1.41 2.88 1.08
O -1.39 2.93 2.29
O -0.82 3.75 0.25
C 0.79 2.07 -0.73
O 0.86 1.91 0.50
O 1.46 2.98 -1.52
H -1.32 -3.08 0.92
H -1.44 -2.70 2.64
H -2.47 -1.86 1.38
H -0.58 -0.30 0.88
H -0.01 -0.82 2.43
H 1.12 -2.69 1.63
H 1.87 -0.03 0.86
H 2.52 -1.20 2.07
H 2.89 -1.37 0.48
H -0.26 -2.76 -0.78
H 1.85 -3.13 -2.16
H 2.72 -3.16 -0.70
H -1.12 -0.61 -0.61
H 0.27 1.46 -2.62
H -1.48 2.92 -1.86
H -2.29 1.37 -1.91
H -3.26 1.91 0.19
H -1.81 0.92 0.48
H -0.19 4.40 0.61
H 2.09 2.93 -0.73
*
```

=====

Order from most stable to least stable according to the calculation: *A*, *B*

=====

*A*
Molecular formula: BrHNO3S
Method: DFT, ωB97M-V/def2-TZVPD

The geometry in ORCA input format:
```
! wB97M-V def2-TZVPD RIJCOSX def2/J DEFGRID3
* xyz -1 1
N -0.71 2.89 -0.60
O -3.95 0.85 0.11
O -2.54 -1.04 0.91
O -2.27 -0.28 -1.39
S -2.72 0.08 -0.03
Br -0.10 1.62 0.41
H -1.30 2.40 -1.30
*
```

=====

*B*
Molecular formula: BrHNO3S
Method: DFT, ωB97M-V/def2-TZVPD

The geometry in ORCA input format:
```
! wB97M-V def2-TZVPD RIJCOSX def2/J DEFGRID3
* xyz -1 1
N 0.18 1.21 0.15
O -0.67 -0.83 1.21
O 1.69 -0.79 0.25
O -0.35 -0.93 -1.19
S 0.29 -0.46 0.03
Br -0.06 1.98 -1.46
H -1.09 -0.18 1.00
*
```

=====

Order from most stable to least stable according to the calculation: *B*, *A*